(1)
Molecular formula: C7H7N3O4
Method: DFT, ωB97M-V with the def2-TZVPD basis set

Values from the calculation:
SMILES ... CC(c1ccccn1)([N+](=O)[O-])[N+](=O)[O-]
Kohn-Sham gap ... 9.48 eV
Energy relative to the best compared isomer or geometry (same formula, charge and spin) ... 0.2577 eV
HOMO energy ... -9.99 eV

```
21
C7H7N3O4 ωB97M-V with the def2-TZVPD basis set
C -1.827 0.563 -1.816
C -2.890 0.169 -0.976
C -0.531 0.487 -1.345
C -2.515 -0.209 0.306
C -0.298 0.059 -0.023
C 1.275 -0.681 1.934
C 1.164 -0.041 0.537
N -1.292 -0.280 0.711
N 1.732 1.341 0.309
N 1.893 -1.008 -0.374
O 1.623 2.110 1.199
O 3.118 -1.121 -0.309
O 2.309 1.486 -0.718
O 1.170 -1.710 -1.107
H -1.927 0.963 -2.826
H -3.874 0.306 -1.200
H 0.365 0.763 -1.829
H -3.314 -0.818 0.866
H 2.218 -1.100 2.034
H 0.419 -1.377 1.919
H 1.180 0.100 2.710
```

---

(2)
Molecular formula: C7H7N3O4
Method: DFT, ωB97M-V with the def2-TZVPD basis set

Values from the calculation:
Kohn-Sham gap (alpha / beta) ... 7.62 / 7.62 eV
Energy relative to the best compared isomer or geometry (same formula, charge and spin) ... 0.0000 eV
HOMO energy (alpha / beta) ... -8.97 / -8.97 eV

```
21
C7H7N3O4 ωB97M-V with the def2-TZVPD basis set
C 0.552 -2.382 0.135
C 2.061 -1.201 -1.446
C -0.189 2.310 0.978
C -1.547 0.220 1.567
C 0.791 0.134 0.383
C 0.720 -1.019 -0.531
C -0.400 0.837 0.843
N -0.268 -0.971 -1.663
N -1.010 -0.017 -1.773
N -1.387 0.802 -0.899
O 0.656 -2.548 1.309
O 2.863 -0.323 -1.255
O 0.572 2.994 0.343
O -2.430 0.919 1.972
H 0.256 -3.199 -0.664
H 1.996 -2.029 -2.203
H -0.974 2.677 1.577
H -1.465 -0.867 1.895
H 1.306 -0.127 1.318
H 1.433 0.869 -0.032
H -1.750 1.824 -1.153
```

---

(3)
Molecular formula: C7H7NO2
Method: DFT, ωB97M-V with the def2-TZVPD basis set

Values from the calculation:
SMILES ... N#C/C(C=O)=C(\O)C1CC1
Kohn-Sham gap ... 9.09 eV
Energy relative to the best compared isomer or geometry (same formula, charge and spin) ... 3.0731 eV
HOMO energy ... -9.11 eV

```
17
C7H7NO2 ωB97M-V with the def2-TZVPD basis set
C 1.217 -3.740 -0.016
C -0.609 -2.994 1.451
C 0.312 -2.693 0.377
C 0.609 -1.410 -0.132
C 0.611 1.199 0.008
C -0.620 0.916 -0.840
C -0.014 -0.138 0.196
N 1.867 -4.660 -0.266
O -0.632 -4.103 1.905
O 1.662 -1.479 -0.867
H -1.436 -2.299 1.733
H 1.436 1.334 -0.620
H 0.502 2.030 0.717
H -1.535 1.438 -0.550
H -0.616 0.687 -1.967
H -0.720 -0.256 1.114
H 2.114 -0.677 -1.246
```

---

(4)
Molecular formula: C7H7NO3
Method: DFT, ωB97M-V with the def2-TZVPD basis set

Values from the calculation:
Kohn-Sham gap ... 9.92 eV
Energy relative to the best compared isomer or geometry (same formula, charge and spin) ... 6.4047 eV
HOMO energy ... -10.20 eV

```
18
C7H7NO3 ωB97M-V with the def2-TZVPD basis set
C 2.591 1.388 -0.884
C 0.389 0.687 -0.733
C 0.079 -0.010 -1.762
C -1.315 -1.278 -0.508
C -1.080 -0.670 0.609
C -0.278 0.483 0.555
C -1.657 -0.879 1.917
H 2.951 0.709 -2.015
H 3.182 2.498 -0.948
H 2.708 0.991 -0.006
H 0.365 0.258 -2.507
H -2.033 -1.892 -0.306
H 0.096 1.044 1.434
H -2.538 -1.880 2.842
N -0.766 -1.046 -1.674
O 1.206 1.845 -0.945
O -2.491 -1.986 1.997
O -1.409 -0.265 2.933
```

---

(5)
Molecular formula: C7H7NO3
Method: DFT, ωB97M-V with the def2-TZVPD basis set

Values from the calculation:
Kohn-Sham gap (alpha / beta) ... 6.03 / 7.71 eV
Spin multiplicity ... 3
Expectation value of S² ... 2.01
Energy relative to the best compared isomer or geometry (same formula, charge and spin) ... 0.6439 eV
HOMO energy (alpha / beta) ... -5.37 / -10.17 eV

```
18
C7H7NO3 ωB97M-V with the def2-TZVPD basis set
C -1.556 1.381 0.660
C 2.165 0.618 -0.901
C 0.956 1.235 -0.462
C 2.294 -0.565 -0.187
C 0.448 0.393 0.481
C -1.595 -0.987 -0.205
C -0.923 0.137 0.914
N -1.839 2.422 0.255
O 1.241 -0.733 0.667
O -0.814 -1.209 -1.317
O -1.156 -0.363 2.169
H 2.953 1.146 -1.375
H 0.420 2.002 -0.949
H 2.963 -1.388 -0.070
H -2.571 -0.606 -0.345
H -1.593 -1.920 0.303
H -0.684 -0.316 -1.799
H -0.710 -1.248 2.161
```

---

(6)
Molecular formula: C7H7NO4
Method: DFT, ωB97M-V with the def2-TZVPD basis set

Values from the calculation:
SMILES ... C=C(/C=C\C(=O)C(N)=O)C(=O)O
Kohn-Sham gap ... 8.77 eV
Energy relative to the best compared isomer or geometry (same formula, charge and spin) ... 0.7750 eV
HOMO energy ... -9.47 eV

```
19
C7H7NO4 ωB97M-V with the def2-TZVPD basis set
C -1.167 -0.736 -1.147
C -1.234 -1.038 0.160
C -0.148 0.194 -1.787
C 1.114 -0.815 1.265
C -1.053 -0.349 2.587
C 0.047 1.527 -1.089
C -0.355 -0.709 1.434
N 1.170 2.238 -1.626
O 1.948 -0.041 1.617
O 0.537 -0.201 -2.692
O 1.361 -1.965 0.509
O -0.789 2.038 -0.396
H -1.903 -1.289 -1.780
H -2.225 -1.577 0.415
H -0.571 -0.352 3.532
H -2.076 -0.093 2.647
H 1.164 3.223 -1.445
H 2.305 -1.954 0.050
H 1.875 1.898 -2.255
```

---

(7)
Molecular formula: C7H7NS
Method: DFT, ωB97M-V with the def2-TZVPD basis set

Values from the calculation:
Kohn-Sham gap (alpha / beta) ... 8.19 / 8.19 eV
Energy relative to the best compared isomer or geometry (same formula, charge and spin) ... 2.3444 eV
HOMO energy (alpha / beta) ... -7.79 / -7.79 eV

```
16
C7H7NS ωB97M-V with the def2-TZVPD basis set
C 1.484 -0.783 0.497
C 3.098 0.669 -0.533
C 1.009 0.451 0.113
C -0.302 0.981 0.298
C -1.735 -0.197 -0.344
C -2.579 -0.954 -1.090
C -1.419 0.233 1.016
N 1.961 1.243 -0.474
S 3.149 -0.945 0.117
H 0.954 -1.592 0.955
H 3.982 1.113 -0.948
H -3.366 -1.497 -0.586
H -2.504 -1.040 -2.159
H -1.084 -0.535 1.711
H -2.151 0.881 1.495
H -0.497 1.972 -0.068
```

---

(8)
Molecular formula: C7H7O5STi
Method: DFT, ωB97M-V with the def2-TZVPD basis set

Values from the calculation:
Kohn-Sham gap (alpha / beta) ... 6.34 / 6.53 eV
Spin multiplicity ... 3
Net charge ... +1
Expectation value of S² ... 2.03
Energy relative to the best compared isomer or geometry (same formula, charge and spin) ... 0.0000 eV
HOMO energy (alpha / beta) ... -12.06 / -12.46 eV

```
21
C7H7O5STi ωB97M-V with the def2-TZVPD basis set
O -1.280 -3.497 -1.011
C -1.684 -2.513 -0.593
Ti -0.150 1.012 0.369
O 1.589 -1.600 1.315
C 0.828 -0.790 0.963
C 1.067 2.579 0.493
O 1.977 3.304 0.496
C -0.786 0.804 -1.724
O -1.113 0.916 -2.893
C 0.502 -0.205 -1.557
O 1.235 -0.867 -2.220
H -1.401 1.293 -0.459
C -1.309 1.987 3.254
S -2.278 1.176 1.951
C -2.651 -0.460 2.782
H -0.307 2.286 2.888
H -1.275 1.294 4.105
H -1.924 2.881 3.453
H -1.907 -1.230 2.523
H -2.692 -0.287 3.872
H -3.651 -0.730 2.406
```

---

(9)
Molecular formula: C7H8
Method: DFT, ωB97M-V with the def2-TZVPD basis set

Values from the calculation:
SMILES ... C#CC[C@H](C)C#C
Kohn-Sham gap ... 10.96 eV
Energy relative to the best compared isomer or geometry (same formula, charge and spin) ... 3.7059 eV
HOMO energy ... -9.94 eV

```
15
C7H8 ωB97M-V with the def2-TZVPD basis set
C 0.816 1.118 0.583
C 0.426 -0.085 -0.285
C -1.074 -0.424 -0.133
C -1.349 -0.927 1.217
C -1.498 -1.359 2.332
C 0.813 0.127 -1.687
C 1.222 0.284 -2.809
H 0.117 1.947 0.427
H 0.791 0.843 1.641
H 1.819 1.469 0.332
H 0.987 -0.961 0.064
H -1.676 0.472 -0.332
H -1.369 -1.177 -0.872
H -1.631 -1.746 3.318
H 1.605 0.419 -3.797
```

---

(10)
Molecular formula: C7H8
Method: DFT, ωB97M-V with the def2-TZVPD basis set

Values from the calculation:
SMILES ... C#CC(C)(C)C#C
Kohn-Sham gap ... 10.51 eV
Energy relative to the best compared isomer or geometry (same formula, charge and spin) ... 4.0738 eV
HOMO energy ... -9.60 eV

```
15
C7H8 ωB97M-V with the def2-TZVPD basis set
C 0.449 1.572 0.016
C 0.207 0.051 -0.016
C 1.540 -0.699 -0.197
C -0.528 -0.389 1.195
C -1.353 -0.779 1.982
C -0.794 -0.292 -1.056
C -1.792 -0.603 -1.654
H -0.496 2.104 0.148
H 0.909 1.899 -0.923
H 1.119 1.829 0.842
H 2.221 -0.452 0.624
H 1.389 -1.781 -0.210
H 2.014 -0.401 -1.138
H -2.146 -1.138 2.598
H -2.717 -0.900 -2.095
```

---

(11)
Molecular formula: C7H8
Method: DFT, ωB97M-V with the def2-TZVPD basis set

Values from the calculation:
Kohn-Sham gap (alpha / beta) ... 8.61 / 8.15 eV
Energy relative to the best compared isomer or geometry (same formula, charge and spin) ... 7.2852 eV
HOMO energy (alpha / beta) ... -8.84 / -8.80 eV

```
15
C7H8 ωB97M-V with the def2-TZVPD basis set
C -0.805 -0.550 -2.400
C -0.610 -1.099 -1.232
C -0.358 -0.700 2.186
C 0.444 -1.394 1.407
C -0.863 0.163 1.041
C 0.119 -0.558 0.073
C 1.306 0.303 -0.327
H -0.498 0.296 -2.966
H -1.079 -2.056 -1.015
H -0.605 -0.679 3.227
H -1.912 -0.003 0.807
H -0.658 1.228 1.166
H 1.982 -0.268 -0.960
H 1.854 0.626 0.557
H 0.980 1.179 -0.878
```

---

(12)
Molecular formula: C7H8
Method: DFT, ωB97M-V with the def2-TZVPD basis set

Values from the calculation:
SMILES ... C#C[C@@H](C)C=C=C
Kohn-Sham gap ... 9.63 eV
Energy relative to the best compared isomer or geometry (same formula, charge and spin) ... 5.0534 eV
HOMO energy ... -8.66 eV

```
15
C7H8 ωB97M-V with the def2-TZVPD basis set
C -0.408 -1.880 -0.084
C -0.315 -0.432 0.375
C 0.410 0.392 -0.654
C 1.517 1.031 -0.468
C 2.479 1.854 -0.183
C -1.650 0.167 0.593
C -2.743 0.644 0.767
H -0.886 -1.915 -1.068
H 0.603 -2.287 -0.177
H -0.987 -2.483 0.617
H 0.222 -0.376 1.332
H 0.005 0.499 -1.648
H 2.017 2.021 0.831
H 3.501 1.634 -0.493
H -3.712 1.067 0.921
```

---

| no. | DFT total energy (eV) |
| --- | --- |
| 1 | -20025.9818 |
| 2 | -20026.2396 |
| 3 | -12954.5237 |
| 4 | -14999.1918 |
| 5 | -14998.5167 |
| 6 | -17050.5354 |
| 7 | -19694.1512 |
| 8 | -51546.8396 |
| 9 | -7385.0412 |
| 10 | -7384.6733 |
| 11 | -7381.4619 |
| 12 | -7383.6937 |